(1)
114
Properties=species:S:1:pos:R:3:forces:R:3:lowdin_charge:R:1 method="wB97M-V/def2-TZVPD" charge=-1 orbital_gap_ev=6.699 lumo_energy_ev=-0.1 de_lowest_kj_mol=472.8
N -0.1408 -0.7446 -0.8061 0.374 1.868 4.073 -0.619
O -0.4868 0.3154 -1.3631 -0.369 -0.219 -1.307 -0.075
O 0.5952 -1.5736 -1.2691 0.847 -1.481 -2.463 -0.020
O -0.3828 -0.8426 0.4449 -0.926 -0.028 -0.262 -0.101
C -2.3378 -4.4096 2.5709 2.293 1.149 5.352 -0.042
C -2.5338 -4.8936 4.0469 0.806 3.217 -0.276 -0.030
C -2.0158 -4.0446 5.1739 0.753 0.852 -1.435 -0.007
C -1.1768 -2.7896 4.8259 -0.561 -1.606 -3.900 -0.073
C -0.8778 -2.5086 3.3639 -2.576 -2.659 2.539 0.037
C -1.4588 -3.3346 2.2799 -0.902 -0.414 5.474 -0.067
N -0.6268 -1.8556 5.9139 -0.731 1.745 -0.053 -0.304
O -0.4268 -0.5856 5.7349 -0.500 -4.634 -0.057 0.001
O -0.5198 -2.4106 6.9969 0.202 0.778 -0.787 0.052
H -2.8628 -4.8176 1.7849 -1.087 -1.328 -1.382 0.056
H -3.2158 -5.7686 4.3079 1.109 1.402 -0.536 0.099
H -2.2328 -4.2476 6.3299 0.497 0.311 -2.980 0.137
H -0.4208 -1.6146 3.0149 0.668 0.619 0.240 0.074
H -1.3808 -2.8886 1.3579 0.384 0.549 -2.298 0.048
C 3.9632 -2.8456 -0.1911 1.840 1.513 3.336 -0.026
C 4.6512 -3.7736 0.8999 3.501 7.312 -2.764 0.019
C 6.0162 -3.3016 1.5749 -5.351 1.708 -2.938 0.040
C 6.4532 -1.8376 1.4359 -1.744 -2.076 -2.079 -0.100
C 5.8122 -0.9476 0.4159 -3.275 -3.756 1.185 0.050
C 4.4752 -1.4746 -0.2971 3.992 -3.111 3.169 -0.040
N 7.6532 -1.3776 2.2779 -0.559 -3.208 1.895 -0.352
O 8.1172 -2.1876 3.1699 -1.522 2.198 -2.952 0.003
O 8.0342 -0.2646 2.1149 0.447 0.893 -0.249 0.085
H 2.9302 -3.0076 -0.6791 1.916 -0.219 0.885 0.108
H 4.2662 -4.7226 0.9479 -0.465 -2.265 0.642 0.026
H 6.2972 -4.1436 2.1829 1.148 0.705 0.578 0.069
H 5.9372 0.1364 0.2969 0.610 -0.705 0.292 0.083
H 3.9702 -0.7836 -0.8891 -0.660 1.036 -0.961 0.015
C -5.1948 -0.0996 -2.2431 -3.979 -0.897 0.869 -0.116
C -6.4368 0.2694 -1.4491 6.021 4.647 2.573 -0.026
C -6.3538 1.3974 -0.3751 3.091 -3.369 -2.733 0.069
C -4.8948 1.9534 -0.0551 -0.811 -1.917 -4.470 -0.092
C -3.7018 1.5854 -0.9641 -6.428 -3.141 0.277 0.105
C -3.9618 0.4574 -2.0241 2.598 3.761 1.146 -0.074
N -4.7638 3.0664 0.8589 1.160 1.447 3.505 -0.279
O -3.5398 3.3104 1.3109 -4.813 -0.568 -1.939 -0.020
O -5.8138 3.6474 1.3079 3.668 -1.820 -1.747 0.036
H -5.5208 -0.9606 -2.9861 1.606 1.958 1.236 0.131
H -7.2938 -0.2446 -1.6971 -1.978 -0.713 -0.153 0.038
H -7.3078 1.5354 0.1779 1.292 0.545 -0.133 0.090
H -2.7148 1.9334 -0.8351 0.836 0.556 0.222 0.051
H -3.0138 0.3844 -2.7101 -2.104 -0.492 1.483 0.107
C -1.4668 5.0724 -0.2721 6.379 0.372 -6.226 -0.049
C -0.9648 6.0674 -1.2831 3.693 -5.374 -1.792 0.037
C 0.2002 5.7464 -2.3301 -3.938 -6.265 8.565 0.091
C 0.9052 4.4394 -2.0331 -3.656 -0.459 3.042 -0.110
C 0.4962 3.4194 -0.8951 -2.926 3.579 -0.852 0.137
C -0.8128 3.8494 -0.0921 5.413 3.310 -7.857 -0.029
N 2.0492 4.1084 -2.8181 3.460 -2.438 -0.863 -0.350
O 2.7322 3.0824 -2.4721 -1.903 2.359 -0.421 -0.005
O 2.4062 4.7724 -3.8001 -1.223 -0.232 1.432 0.055
H -2.2688 5.3574 0.2059 -3.955 1.220 2.991 0.028
H -1.3918 6.9954 -1.3431 -1.107 2.144 -0.166 0.035
H 0.7872 6.3634 -2.8201 1.908 3.420 -2.823 0.021
H 0.9782 2.3954 -0.6211 -0.821 2.343 -0.988 0.097
H -0.9038 3.4244 0.7489 -1.345 -4.042 5.930 -0.003
C 3.5372 0.1364 -3.7111 3.601 0.107 0.432 -0.078
C 4.9042 0.0834 -4.5521 -5.734 -1.234 -3.904 0.027
C 4.6812 -0.3706 -6.0171 -1.916 -1.476 4.547 0.016
C 3.3452 -1.0066 -6.3991 -1.126 3.202 3.729 -0.082
C 2.0952 -0.7866 -5.5571 9.013 1.759 3.221 0.106
C 2.2712 -0.2606 -4.1001 2.001 -0.977 -5.398 -0.039
N 3.1392 -1.5326 -7.7671 3.551 1.498 0.122 -0.403
O 4.1562 -1.5896 -8.4711 -0.478 -0.266 0.652 0.034
O 2.0582 -1.7586 -8.1751 -2.620 -0.779 -0.311 0.091
H 3.5822 0.4354 -2.5961 0.299 -0.178 -2.118 0.087
H 5.9042 0.4904 -4.3501 -0.832 -0.221 0.574 0.072
H 5.5712 -0.5856 -6.6041 -0.395 0.363 -0.234 0.076
H 1.2662 -1.1226 -5.9481 -4.514 -1.605 -1.723 0.010
H 1.4762 -0.1056 -3.4231 -1.005 -0.192 0.437 0.057
C -2.6978 0.9514 3.1759 -3.896 -7.745 3.527 -0.082
C -3.2518 -0.3226 2.5769 -1.864 -0.140 9.847 0.069
C -3.9058 -1.4166 3.5479 1.302 5.835 -1.224 0.082
C -4.2628 -1.0726 4.9429 4.868 4.102 -5.824 -0.196
C -3.5818 0.1054 5.4459 1.348 0.089 -5.029 0.086
C -2.6498 1.0614 4.5479 -2.382 -1.158 3.522 -0.021
N -4.9678 -1.8826 5.7689 -2.570 -7.423 -1.370 -0.372
O -5.5338 -3.0206 5.4339 1.391 3.326 -1.494 -0.007
O -4.9228 -1.6886 6.9059 0.216 2.463 5.516 0.110
H -2.2948 1.4944 2.4999 2.941 4.205 -3.962 0.002
H -3.1198 -0.4506 1.6019 0.496 -1.086 -3.967 0.022
H -4.0298 -2.3486 3.1089 -0.730 -1.567 -0.449 0.050
H -3.7808 0.2974 6.4349 0.109 0.868 2.195 0.062
H -2.0488 1.8724 5.1469 -1.466 -1.662 -1.405 0.129
C 1.8852 1.6224 1.8329 -2.058 1.112 4.159 -0.092
C 0.9672 1.7974 3.0639 7.477 5.387 0.002 0.020
C 1.3012 2.8134 4.1099 3.289 0.014 -1.979 0.066
C 2.7632 3.5044 4.0739 -1.692 -5.109 -6.168 -0.059
C 3.6192 3.2584 2.7299 -6.835 -3.001 2.720 0.103
C 3.0352 2.3124 1.6769 2.750 1.889 -0.216 -0.107
N 3.2042 4.3134 5.1489 0.532 4.902 -1.580 -0.383
O 4.3502 4.7774 5.0989 0.168 -1.900 0.318 0.045
O 2.3492 4.9624 5.7519 -0.609 -1.651 0.877 0.045
H 1.6622 0.9624 1.0429 -0.968 -0.968 -0.458 0.063
H 0.0662 1.4234 2.9999 -4.489 -2.198 0.075 -0.006
H 0.6652 3.2314 4.9589 0.704 -1.187 -1.370 0.104
H 4.6052 3.4524 2.5869 2.633 1.403 0.114 0.039
H 3.5672 2.0774 0.5679 -0.953 1.131 3.471 0.160
C -0.6928 -3.1446 -4.4871 2.119 -5.836 0.329 -0.315
O -0.1418 -4.2776 -4.7141 -1.102 2.585 -0.755 -0.058
N -1.4878 -2.5236 -5.3191 -1.300 -0.476 -2.186 -0.134
C -2.1708 -1.3296 -4.9491 -6.638 -3.918 -1.194 -0.048
C -1.6438 -3.0876 -6.7151 -3.395 4.016 2.477 0.018
H -0.5288 -2.9516 -3.4571 -0.413 2.038 1.018 0.117
H -3.1618 -1.1216 -5.6761 2.448 -0.902 2.180 0.163
H -1.6438 -0.5646 -5.0831 4.654 6.492 -1.539 -0.006
H -2.4348 -1.2476 -3.9141 -0.507 -0.746 0.621 0.060
H -0.7438 -3.2466 -7.0741 4.169 -0.542 -2.279 0.034
H -2.3888 -2.5236 -7.3181 1.496 1.439 0.236 0.102
H -2.2518 -3.8746 -6.8631 -1.384 -4.155 1.128 0.046

---

(2)
77
Properties=species:S:1:pos:R:3:forces:R:3:lowdin_spin:R:1 method="wB97M-V/def2-TZVPD" orbital_gap_ev="7.473 / 7.487" lumo_energy_ev="0.3 / 0.3" s2=3.81 de_lowest_kj_mol=15.5 multiplicity=4
Cr 0.3112 0.9241 1.2650 -0.302 0.634 -0.218 2.992
O -1.4792 1.9019 2.0866 0.007 -0.113 0.054 0.008
C -1.1285 2.3014 3.4214 0.025 0.010 -0.004 0.002
C -0.3932 1.1889 4.1516 -0.005 -0.021 -0.012 0.002
N 0.6653 0.5924 3.3092 0.002 -0.076 0.026 -0.013
C 0.6286 -0.8854 3.4232 0.016 -0.036 0.040 0.003
C -0.5736 -1.4187 2.6445 0.017 0.136 0.007 0.006
O -1.0642 -2.5007 2.9348 -0.077 -0.039 0.072 0.004
O -0.9761 -0.6162 1.7281 -0.013 -0.277 -0.166 0.028
C 2.0318 1.0999 3.4929 0.001 0.049 -0.034 0.005
C 2.8714 0.6420 2.2779 -0.026 0.053 0.092 0.008
O 4.0716 0.5439 2.3774 0.019 0.024 -0.022 0.010
O 2.1577 0.4029 1.2150 0.131 -0.231 -0.155 0.033
H -2.0317 1.1013 2.1235 -0.047 0.039 0.006 0.001
H -0.5009 3.1820 3.3126 -0.010 0.008 -0.008 0.000
H -2.0260 2.5905 3.9703 -0.009 -0.015 0.020 0.000
H 0.0162 1.5495 5.0993 0.001 0.042 -0.005 0.000
H -1.1064 0.3983 4.3894 -0.001 -0.009 0.023 0.000
H 1.5213 -1.3103 2.9605 0.006 0.004 -0.013 0.000
H 0.5870 -1.1979 4.4688 0.009 -0.015 0.006 0.000
H 2.0076 2.1921 3.4931 0.015 -0.004 0.022 0.001
H 2.4861 0.7585 4.4256 0.010 -0.045 -0.015 0.000
C -1.6705 0.4826 -4.0787 -0.012 -0.010 -0.069 0.000
C -0.3401 -0.1264 -3.7165 -0.011 0.031 0.053 -0.002
C 0.2977 -0.9498 -4.6388 -0.021 0.012 -0.003 0.000
C 1.5231 -1.5404 -4.3653 0.021 -0.023 -0.015 -0.001
C 2.1500 -1.3160 -3.1514 -0.016 0.018 0.002 0.000
C 1.5323 -0.5067 -2.2130 -0.005 -0.053 -0.060 -0.001
C 0.2955 0.0808 -2.4833 0.133 -0.073 -0.029 -0.004
P -0.2779 1.1370 -1.1417 -0.023 0.136 0.574 -0.012
C -2.0922 1.2275 -1.0828 -0.068 -0.179 -0.093 0.000
C -2.7259 2.4675 -1.0450 -0.006 -0.009 0.029 -0.001
C -4.0969 2.5530 -0.8631 -0.002 0.037 -0.004 0.000
C -4.8409 1.3934 -0.7106 -0.025 0.008 0.001 -0.001
C -4.2122 0.1582 -0.7432 0.038 -0.007 0.002 0.000
C -2.8368 0.0431 -0.9308 0.018 0.054 -0.005 -0.001
C -2.2133 -1.3243 -1.0074 -0.001 -0.010 0.016 0.000
C 0.3228 2.7963 -1.5131 0.003 -0.021 -0.071 0.001
C 0.3358 3.3305 -2.8036 -0.021 0.036 0.029 0.000
C 0.7842 4.6192 -3.0155 -0.003 -0.025 -0.013 0.000
C 1.2284 5.3708 -1.9312 0.022 0.020 0.012 0.000
C 1.2463 4.8258 -0.6612 -0.001 -0.013 0.009 -0.003
C 0.8085 3.5176 -0.4223 0.018 0.013 -0.124 -0.005
C 0.9107 2.9122 0.9533 0.112 -0.074 0.085 -0.061
H -1.7873 0.5022 -5.1623 0.000 -0.003 0.002 0.000
H -1.7866 1.4987 -3.7058 0.014 -0.003 -0.020 0.000
H -2.5012 -0.0940 -3.6661 0.010 -0.009 -0.005 0.000
H -0.1792 -1.1252 -5.5964 0.007 -0.001 0.002 0.000
H 1.9858 -2.1779 -5.1084 0.003 0.005 0.003 0.000
H 3.1013 -1.7739 -2.9174 -0.003 -0.015 -0.022 0.000
H 2.0116 -0.3385 -1.2544 -0.010 -0.010 0.025 0.000
H -2.1421 3.3741 -1.1491 0.009 -0.015 -0.013 0.000
H -4.5775 3.5226 -0.8371 -0.004 -0.007 0.001 0.000
H -5.9124 1.4488 -0.5643 0.005 0.001 0.002 0.000
H -4.7957 -0.7467 -0.6192 0.000 0.006 -0.004 0.000
H -2.8396 -2.0560 -0.4980 -0.010 0.014 -0.005 0.000
H -1.2306 -1.3759 -0.5400 -0.003 0.011 0.001 0.000
H -2.0999 -1.6418 -2.0473 0.008 -0.005 0.001 0.000
H 0.0095 2.7260 -3.6405 -0.005 0.014 -0.013 0.000
H 0.7985 5.0365 -4.0138 -0.002 -0.004 0.001 0.000
H 1.5846 6.3816 -2.0870 -0.005 0.001 0.005 0.000
H 1.6268 5.4086 0.1698 0.001 0.001 0.000 0.000
H 0.3738 3.5728 1.6409 0.018 0.036 -0.006 -0.001
H 1.9666 2.9560 1.2424 0.002 0.059 0.004 0.002
C 2.9847 -5.5313 -0.3042 0.009 -0.008 0.007 0.000
N 1.9980 -5.4475 0.7495 0.015 -0.030 -0.037 0.000
C 1.6741 -6.4411 1.6614 0.041 0.007 -0.033 0.000
C 0.7094 -5.9454 2.4596 -0.028 0.015 0.057 0.000
N 0.4522 -4.6611 2.0308 0.110 -0.008 -0.146 0.000
C 1.2418 -4.3420 0.9749 -0.162 -0.040 0.155 0.000
S 1.2801 -2.8981 0.1241 0.130 0.019 -0.059 0.001
H 3.4196 -6.5279 -0.2945 0.003 -0.002 0.002 0.000
H 3.7619 -4.7843 -0.1487 0.002 0.004 -0.008 0.000
H 2.5147 -5.3396 -1.2677 0.002 0.005 -0.006 0.000
H 2.1629 -7.3985 1.6554 -0.013 0.001 0.005 0.000
H 0.1931 -6.3907 3.2902 -0.001 0.000 -0.012 0.000
H -0.2033 -3.9826 2.4176 -0.059 -0.021 0.074 0.000

---

Number 1: DFT total energy -3585.37181 Eh. Number 2: DFT total energy -3526.88920 Eh.